No. 1
94
Properties=species:S:1:pos:R:3:forces:R:3 method="wB97M-V/def2-TZVPD" gap_ev=6.2 charge=+2 energy_ha=-9047.899229 de_lowest_ev=1.1252
W 1.6544 1.1850 -0.4049 0.76 1.28 -2.88
C -4.0246 1.1843 4.4902 0.04 0.01 0.01
C -4.4988 1.1722 3.0273 0.03 0.00 0.00
C -5.1025 -0.2012 2.6920 -0.01 -0.03 -0.01
C -5.5790 2.2391 2.8558 -0.03 0.05 -0.03
C -3.3018 1.4133 2.1081 -0.13 0.10 0.04
C -2.2169 0.5415 2.1582 -0.05 -0.16 0.13
C -1.1787 0.7329 1.2831 0.25 -0.15 0.03
Se 0.5235 -0.1045 1.5897 -0.16 -0.28 0.25
C 0.7546 -1.8014 0.7015 -0.01 0.23 0.12
C 0.4029 -2.9650 1.3376 -0.13 -0.05 0.15
C 0.8790 -4.1742 0.8337 0.04 -0.14 -0.01
C 1.7811 -4.1192 -0.2253 -0.01 -0.02 0.02
C 2.1944 -2.9484 -0.8758 0.12 -0.14 -0.19
C 1.5929 -1.7885 -0.4163 -0.06 0.02 0.27
O 1.7569 -0.5337 -0.9757 0.06 -1.31 0.13
C 3.2786 -2.9685 -1.9695 -0.13 -0.01 -0.01
C 2.7123 -2.4432 -3.2973 -0.03 -0.02 0.01
C 4.4545 -2.0893 -1.5247 0.15 -0.13 -0.01
C 3.8242 -4.3824 -2.2119 -0.14 0.00 0.04
C 0.4546 -5.4855 1.4967 0.02 0.04 0.00
C -1.0780 -5.5913 1.4456 -0.03 -0.01 -0.01
C 0.9254 -5.4801 2.9616 0.01 0.02 0.01
C 1.0551 -6.7024 0.7922 0.02 -0.02 -0.03
C -1.1551 1.7828 0.3660 -0.02 -0.17 0.19
O -0.0796 1.7391 -0.5040 -1.05 0.49 0.38
C -2.1392 2.7608 0.3760 -0.11 0.16 -0.02
C -3.2065 2.5067 1.2516 0.00 -0.02 -0.03
C -2.0317 4.0956 -0.3833 -0.04 -0.10 0.00
C -0.8686 4.8928 0.2263 -0.03 0.08 0.03
C -1.7783 3.8765 -1.8765 -0.10 0.02 -0.04
C -3.3056 4.9380 -0.2511 -0.04 -0.05 0.02
H -4.8804 1.0437 5.1538 0.05 0.00 -0.04
H -3.5521 2.1373 4.7436 -0.04 -0.06 -0.01
H -3.3121 0.3813 4.6994 -0.06 0.06 -0.01
H -5.9536 -0.3986 3.3476 0.06 0.00 -0.04
H -4.3793 -1.0101 2.8338 -0.07 0.07 -0.01
H -5.4568 -0.2340 1.6580 0.03 0.00 0.07
H -6.4192 2.0007 3.5093 0.02 0.02 -0.03
H -5.9610 2.2735 1.8311 0.02 0.00 0.07
H -5.2207 3.2346 3.1355 -0.03 -0.08 -0.03
H -2.1797 -0.2649 2.8823 -0.02 0.07 -0.04
H -0.2205 -2.9337 2.2250 0.07 -0.04 -0.06
H 2.2049 -5.0489 -0.5651 0.03 -0.02 -0.03
H 2.5054 -1.3728 -3.2484 -0.01 -0.03 0.01
H 1.7878 -2.9572 -3.5737 0.07 0.02 0.01
H 3.4432 -2.6049 -4.0924 -0.03 0.01 0.03
H 4.1603 -1.0610 -1.3366 -0.06 0.16 0.03
H 5.2166 -2.0819 -2.3084 -0.03 -0.01 0.06
H 4.9124 -2.4782 -0.6124 -0.02 0.02 -0.04
H 3.0544 -5.0630 -2.5859 0.05 0.04 0.03
H 4.2694 -4.8106 -1.3107 -0.04 0.03 -0.05
H 4.6072 -4.3290 -2.9691 -0.02 0.01 0.02
H -1.5621 -4.7847 2.0042 0.03 -0.06 -0.05
H -1.3961 -6.5372 1.8901 0.02 0.07 -0.02
H -1.4413 -5.5627 0.4143 0.02 -0.01 0.07
H 0.4322 -4.6987 3.5473 0.05 -0.06 -0.05
H 2.0064 -5.3284 3.0280 -0.08 -0.03 0.00
H 0.6891 -6.4395 3.4279 0.00 0.07 -0.03
H 0.7698 -6.7453 -0.2635 0.02 -0.01 0.08
H 0.6818 -7.6098 1.2696 0.03 0.04 -0.03
H 2.1467 -6.7213 0.8662 -0.08 0.00 -0.02
H -4.0094 3.2241 1.2684 -0.02 0.04 0.01
H 0.0758 4.3543 0.1512 0.06 -0.04 -0.02
H -1.0481 5.1005 1.2837 0.02 -0.01 -0.06
H -0.7668 5.8501 -0.2930 -0.01 -0.07 0.04
H -0.8262 3.3804 -2.0627 0.05 -0.02 0.05
H -1.7567 4.8450 -2.3831 0.00 -0.07 0.01
H -2.5798 3.2817 -2.3235 0.05 0.06 0.02
H -3.4995 5.2302 0.7830 0.00 -0.02 -0.05
H -4.1850 4.4185 -0.6424 0.07 0.04 0.03
H -3.1806 5.8575 -0.8262 0.00 -0.05 0.03
O 2.4023 3.1241 2.8952 -0.10 0.52 0.45
C 2.5725 2.5116 1.9160 0.38 -0.48 -0.71
O 1.9173 2.7087 0.7094 -0.38 0.25 1.39
C 3.5006 1.2739 1.7438 -0.47 0.54 -0.58
O 4.1659 0.8045 2.5821 0.50 -0.32 0.27
O 3.3300 0.7944 0.4597 0.16 -0.48 1.17
C -0.9638 1.4677 -3.9659 0.04 0.26 0.18
Se 0.6561 0.7414 -3.1950 0.33 -0.32 -0.14
C 1.9687 1.6219 -4.3230 0.00 0.01 0.04
C 2.5060 2.8814 -3.6833 0.04 0.06 -0.09
Se 3.3739 2.5286 -1.9756 0.23 -0.15 -0.26
C 3.3011 4.3456 -1.3114 0.04 0.00 0.12
H -1.0978 0.9167 -4.8910 -0.06 0.00 -0.08
H -0.8881 2.5371 -4.1368 -0.05 -0.04 -0.03
H -1.7717 1.2445 -3.2745 -0.02 0.02 -0.04
H 1.4661 1.8646 -5.2562 0.01 -0.01 -0.10
H 2.7487 0.8934 -4.5365 0.06 0.01 0.02
H 1.7319 3.6186 -3.4868 -0.12 0.04 -0.07
H 3.2838 3.3279 -4.3010 0.00 0.07 -0.06
H 3.7637 4.9605 -2.0761 0.04 0.08 -0.03
H 3.8851 4.3853 -0.3984 0.02 0.02 0.04
H 2.2715 4.6292 -1.1277 -0.07 0.06 0.01

=====

No. 2
109
Properties=species:S:1:pos:R:3:forces:R:3 method="wB97M-V/def2-TZVPD" gap_ev=2.9 charge=-1 energy_ha=-8019.650578 de_lowest_ev=1.8402
Ba -0.3714 0.2317 0.4700 0.95 0.13 -1.06
C -2.1179 -3.6314 4.0107 -0.01 -0.01 -0.02
N -1.1149 -2.6380 3.6765 0.01 0.00 0.05
C 0.2518 -3.1479 3.4959 -0.02 -0.01 -0.06
P -1.4938 -1.0782 3.4950 0.16 -0.03 0.29
O -0.3142 -0.2872 3.0784 -0.38 0.16 0.08
O -2.7752 -0.9882 2.5154 0.12 -0.19 -0.03
P -3.6475 -0.5073 1.2554 -0.43 0.25 -0.09
O -2.9061 -0.3935 -0.0125 0.05 -0.11 0.36
N -4.2790 0.9179 1.8415 0.06 0.03 0.02
C -3.3380 1.9078 2.3876 -0.02 -0.30 0.38
C -5.2544 1.5436 0.9452 -0.02 -0.02 0.02
N -4.8962 -1.5422 1.1074 -0.04 0.04 0.06
C -5.8252 -1.8256 2.1819 0.02 -0.02 0.03
C -5.0406 -2.3701 -0.0862 0.06 -0.06 0.01
N -2.1730 -0.4529 4.8760 -0.06 -0.07 -0.01
C -1.2925 -0.5091 6.0364 0.02 0.03 0.01
C -3.5807 -0.4474 5.2150 -0.04 0.03 0.00
H -1.8127 -4.1939 4.8980 0.00 0.01 0.00
H -2.2416 -4.3297 3.1787 0.01 -0.01 0.00
H -3.0795 -3.1587 4.2219 0.00 0.01 -0.02
H 0.6674 -3.4238 4.4704 0.00 -0.01 0.00
H 0.8759 -2.3950 3.0247 0.00 0.00 0.01
H 0.2245 -4.0149 2.8354 0.00 0.00 0.00
H -2.5555 1.4040 2.9547 0.05 0.05 -0.02
H -3.8707 2.5305 3.1096 -0.03 0.13 -0.13
H -2.8633 2.5374 1.6279 -0.10 -0.08 -0.12
H -5.9931 0.8113 0.6227 0.00 0.00 0.00
H -4.7750 1.9719 0.0591 0.00 0.01 0.00
H -5.7669 2.3378 1.4898 -0.01 0.00 0.00
H -5.7140 -1.0985 2.9833 0.00 0.01 0.00
H -5.6680 -2.8297 2.5891 0.00 0.00 0.00
H -6.8524 -1.7634 1.8113 0.00 -0.01 0.00
H -4.3103 -2.0717 -0.8334 0.00 0.00 0.01
H -6.0466 -2.2461 -0.4957 0.00 0.00 0.00
H -4.8853 -3.4247 0.1563 0.00 0.00 0.00
H -0.2507 -0.4973 5.7185 -0.01 0.01 -0.01
H -1.4679 -1.4126 6.6326 0.00 0.00 0.00
H -1.4625 0.3656 6.6677 -0.01 0.00 0.00
H -4.1901 -0.3642 4.3203 0.01 0.01 -0.01
H -3.7947 0.4219 5.8427 0.01 -0.01 0.02
H -3.8786 -1.3450 5.7728 0.00 -0.01 -0.02
N 2.6074 1.5728 -1.4220 0.02 -0.10 0.03
C 2.9864 0.3373 -0.8651 -0.10 0.18 -0.10
N 4.3028 0.1399 -0.7724 -0.02 -0.07 0.00
C 4.5902 -1.0989 -0.2457 0.09 0.02 -0.01
N 5.9623 -1.3018 -0.0483 -0.03 0.01 0.01
N 3.7799 -2.0392 0.0927 -0.03 0.24 -0.23
C 2.4035 -1.7461 -0.0369 0.08 -0.25 0.35
N 2.0097 -0.4437 -0.4734 0.00 -0.36 0.17
C 1.4945 -2.7209 0.2597 -0.23 -0.12 -0.29
C 1.8704 -4.1332 0.3513 0.10 0.12 0.33
C 0.9414 -5.0996 0.5014 -0.03 -0.03 -0.02
C -0.4627 -4.7692 0.5866 0.03 -0.04 -0.01
C -0.7659 -3.4319 0.4779 0.04 0.08 -0.14
N 0.1007 -2.4293 0.3486 -0.18 0.54 -0.02
H 3.3414 1.9297 -2.0176 0.00 0.02 0.01
H 1.7212 1.5094 -1.9085 0.04 0.00 0.08
H 6.5159 -0.7756 -0.7068 0.00 -0.01 0.00
H 6.1929 -2.2829 -0.0122 0.00 0.00 0.00
H 2.9186 -4.3783 0.2489 0.01 0.01 0.03
H 1.2508 -6.1406 0.5206 0.01 0.01 0.01
H -1.2345 -5.5255 0.6442 -0.01 0.02 -0.02
H -1.8172 -3.1233 0.4983 -0.01 -0.02 0.01
C 0.7111 5.0399 -1.0632 -0.01 -0.04 0.00
O 0.1754 4.0157 -0.1840 0.06 -0.06 -0.19
C -0.9444 3.3942 -0.4183 -0.16 -0.03 0.24
C -1.7387 3.9565 -1.5542 0.02 0.02 -0.02
H 1.6529 5.3393 -0.6162 0.00 0.01 -0.01
H 0.0305 5.8873 -1.1238 0.00 0.01 0.00
H 0.8842 4.6170 -2.0506 0.01 0.00 0.01
H -2.0161 4.9909 -1.3035 -0.01 0.00 0.01
H -2.6299 3.3605 -1.7214 -0.01 0.01 0.03
H -1.1744 3.9649 -2.4899 0.00 0.01 0.00
C 3.5260 3.6779 1.3618 0.05 -0.05 -0.05
As 2.2324 2.2955 1.8258 -0.31 -0.18 0.19
C 3.4294 1.0807 2.7753 0.06 0.01 -0.05
C 1.3434 3.1704 3.3960 0.06 -0.03 0.00
C 2.2428 3.8408 4.3756 -0.03 0.00 0.01
C 2.8008 3.1346 5.4421 0.01 0.00 0.01
C 3.6696 3.7487 6.3322 -0.01 -0.01 -0.01
C 3.9999 5.0877 6.1778 0.00 0.01 0.01
C 3.4504 5.8048 5.1238 0.00 0.00 0.00
C 2.5836 5.1869 4.2354 0.01 -0.01 0.00
H 4.0889 4.0072 2.2351 0.02 -0.01 -0.01
H 3.0181 4.5294 0.9110 0.00 0.01 0.02
H 4.1980 3.2400 0.6238 0.00 0.00 0.00
H 4.0151 1.5885 3.5424 0.02 0.00 -0.01
H 4.0948 0.6371 2.0321 0.00 0.00 0.00
H 2.8398 0.2784 3.2207 -0.01 0.01 0.00
H 0.7783 2.3608 3.8645 -0.01 0.00 -0.01
H 0.6264 3.8733 2.9669 0.01 0.01 0.00
H 2.5497 2.0879 5.5692 0.00 0.00 0.00
H 4.0918 3.1769 7.1496 0.00 0.00 0.00
H 4.6785 5.5678 6.8714 0.00 0.00 0.00
H 3.6997 6.8507 4.9920 0.00 0.00 0.00
H 2.1615 5.7527 3.4121 0.00 0.00 0.00
F 3.1378 -0.0837 -6.6781 0.01 0.00 -0.02
C 2.1440 0.0921 -5.7958 -0.01 0.01 0.02
C 1.9470 1.3214 -5.1985 -0.02 -0.03 0.01
F 2.7593 2.3486 -5.4981 0.01 0.00 0.00
C 0.9142 1.4815 -4.2943 0.01 0.02 -0.07
F 0.7939 2.7112 -3.7401 -0.04 0.01 -0.03
C 0.0395 0.4612 -3.9383 0.00 0.18 0.17
Se -1.3722 0.7238 -2.6932 0.07 -0.03 -0.16
C 0.2760 -0.7631 -4.5576 0.00 -0.06 -0.04
F -0.5025 -1.8156 -4.2977 -0.01 0.01 0.00
C 1.2992 -0.9535 -5.4695 0.00 0.01 0.02
F 1.4808 -2.1478 -6.0486 0.00 0.00 -0.01

=====

Q: Which lowest unoccupied orbital energy values were calculated for the entries above? A: -7.93 1.66, in eV.